Computed, not measured: a structure of composition C31H34BN4OS5Sr, with ωB97M-V/def2-TZVPD.

Geometry as XYZ:
```
77
Properties=species:S:1:pos:R:3:mulliken_charge:R:1
Sr -0.8635 0.4472 -0.7346 2.674
C -4.2481 0.2481 -3.0785 -0.748
C -3.3576 -0.3709 -4.1440 -0.855
S -1.5631 -0.2099 -3.8376 0.075
C -0.9571 -1.9205 -4.0246 -0.400
C -1.6201 -3.0130 -3.2025 -0.948
S -1.6186 -2.7137 -1.3991 0.122
C -3.3558 -3.0637 -0.9840 -0.701
C -4.4134 -2.1695 -1.6150 -0.891
S -4.1183 -0.3791 -1.3733 0.033
H -4.0229 1.3085 -2.9651 0.358
H -5.2891 0.1454 -3.3862 0.529
H -3.5686 -1.4274 -4.2965 0.371
H -3.5573 0.1446 -5.0831 0.504
H -1.0106 -2.1841 -5.0814 0.509
H 0.0951 -1.8285 -3.7500 -0.018
H -2.6545 -3.1716 -3.5011 0.448
H -1.0784 -3.9424 -3.3769 0.563
H -3.5530 -4.1048 -1.2415 0.497
H -3.3821 -2.9698 0.1003 0.213
H -4.5075 -2.3418 -2.6850 0.402
H -5.3730 -2.4041 -1.1548 0.526
N -0.7491 0.7251 3.7814 0.040
C -1.5992 -0.1822 4.4536 -0.404
C -1.6152 -0.1895 5.8374 -0.640
C -2.4576 -1.0544 6.5249 -0.620
C -3.2894 -1.9096 5.8284 -0.680
C -3.2691 -1.9111 4.4375 -0.521
C -2.4227 -1.0592 3.7569 0.864
S -2.3618 -1.1003 1.9782 -0.263
N -1.2277 0.0742 1.5830 -0.186
C -0.6204 0.8253 2.4322 0.019
C 0.2761 1.8884 1.9041 0.677
C 1.0130 2.7403 2.7142 -0.505
C 1.7442 3.7664 2.1226 -0.869
C 1.7288 3.9068 0.7509 -1.136
C 0.9973 2.9891 0.0098 -1.038
N 0.3085 2.0034 0.5696 0.392
H -0.3408 1.4357 4.3587 0.128
H -0.9659 0.4895 6.3788 0.402
H -2.4561 -1.0510 7.6062 0.395
H -3.9550 -2.5794 6.3546 0.399
H -3.9198 -2.5756 3.8823 0.413
H 1.0328 2.6372 3.7894 0.463
H 2.3074 4.4509 2.7425 0.465
H 2.2623 4.7050 0.2560 0.620
H 0.9536 3.0460 -1.0707 0.938
O 0.9903 -0.3570 -1.4435 -1.026
S 1.7993 -0.3574 -0.1807 0.824
C 2.9176 -1.7581 -0.3505 0.380
C 3.6073 -2.1991 0.7684 -0.201
C 4.4958 -3.2534 0.6371 -0.779
C 4.6720 -3.8621 -0.5984 -0.497
C 3.9595 -3.4207 -1.7047 -0.769
C 3.0719 -2.3623 -1.5843 -0.444
C 3.0967 0.8619 -0.4434 0.725
C 3.2760 1.3910 -1.7090 -0.459
C 4.2861 2.3188 -1.9146 -0.692
C 5.1041 2.7017 -0.8603 -0.572
C 4.9140 2.1598 0.4044 -0.710
C 3.9026 1.2377 0.6193 -0.431
H 3.4508 -1.7256 1.7311 0.416
H 5.0457 -3.6039 1.5002 0.412
H 5.3607 -4.6907 -0.6942 0.408
H 4.0971 -3.9012 -2.6640 0.437
H 2.5055 -2.0039 -2.4346 0.253
H 2.6241 1.0883 -2.5197 0.456
H 4.4327 2.7363 -2.9017 0.461
H 5.8918 3.4254 -1.0227 0.437
H 5.5511 2.4557 1.2274 0.459
H 3.7421 0.8225 1.6082 0.336
B -1.6367 4.8835 -1.1993 0.461
C -1.8358 3.3628 -1.4471 -0.129
N -1.9510 2.2152 -1.5915 -0.863
H -0.4403 5.0466 -1.0572 -0.189
H -2.2383 5.1520 -0.1881 -0.175
H -2.0497 5.4863 -2.1545 -0.143
```

## Properties
Gap between HOMO and LUMO in eV: 7.126
Charge: +1
Lowest unoccupied orbital energy in eV: -3.2
HOMO energy in Ha: -0.37946

---

Computed, not measured: a structure of composition C31H34CoN5, with ωB97M-V/def2-TZVPD.

Geometry as XYZ:
```
71
Properties=species:S:1:pos:R:3:mulliken_charge:R:1
Co 0.3559 0.4544 -0.1132 0.393
C -2.5468 -1.2481 -1.0313 -1.044
N -1.8168 -0.8552 0.1556 1.155
C -2.5809 0.0416 1.0370 -0.757
C -1.6351 0.7504 1.9746 0.528
C -1.7767 0.6560 3.3370 -0.897
C -0.8356 1.4127 4.1302 -0.457
C 0.2329 1.9937 3.5635 -1.176
C 0.5310 1.8575 2.0864 -0.277
N -0.6783 1.4254 1.3341 -0.582
C -1.3289 -2.0058 0.8856 -0.857
C -0.1851 -2.6752 0.1710 0.232
C -0.0199 -4.0521 0.2191 -1.124
C 1.0781 -4.6246 -0.4009 -0.780
C 1.9727 -3.7976 -1.0561 -0.922
C 1.7311 -2.4329 -1.0583 -0.673
N 0.6774 -1.8731 -0.4622 1.290
C -2.8361 -0.0670 -1.9249 0.527
C -4.0141 0.0138 -2.6586 -0.987
C -4.2286 1.1216 -3.4606 -0.407
C -3.2660 2.1180 -3.4898 -0.866
C -2.1233 1.9472 -2.7225 -0.243
N -1.9024 0.8786 -1.9652 0.228
H -3.4909 -1.7626 -0.7825 0.230
H -1.9308 -1.9599 -1.5910 0.428
H -3.3513 -0.5149 1.5916 0.248
H -3.0744 0.7858 0.4094 0.457
H -2.6054 0.1180 3.7782 0.353
H -1.0058 1.5264 5.1976 0.291
H 0.9018 2.6026 4.1627 0.567
H 0.7724 2.8640 1.7178 0.215
H -2.1271 -2.7387 1.0900 0.320
H -0.9679 -1.6450 1.8543 0.144
H -0.7470 -4.6584 0.7444 0.481
H 1.2300 -5.6963 -0.3728 0.403
H 2.8486 -4.1848 -1.5585 0.550
H 2.4200 -1.7583 -1.5433 0.304
H -4.7511 -0.7764 -2.5871 0.426
H -5.1376 1.2126 -4.0419 0.387
H -3.3948 3.0103 -4.0872 0.390
H -1.3474 2.7046 -2.7087 0.503
C 3.0771 0.6383 3.6953 -2.165
C 2.4052 -0.0411 2.4850 2.432
C 3.5323 -0.6998 1.6792 -1.498
C 1.4832 -1.1468 3.0067 -1.345
C 1.6767 0.9417 1.5558 -0.304
H 3.7770 -0.0486 4.1870 0.434
H 2.3408 0.9519 4.4340 0.505
H 3.6360 1.5205 3.3709 0.393
H 4.0185 -1.4944 2.2576 0.468
H 4.2969 0.0355 1.4107 0.395
H 3.1444 -1.1253 0.7544 -0.057
H 1.9784 -1.7284 3.7941 0.584
H 1.2317 -1.8376 2.1993 -0.012
H 0.5596 -0.7353 3.4175 0.111
H 2.4641 1.5877 1.1321 0.777
C 1.3254 1.4193 -1.8199 -2.557
C 2.3056 0.5795 -2.4229 1.329
C 2.0219 -0.1953 -3.5796 -0.201
C 2.9252 -1.0902 -4.0992 -0.687
C 4.1832 -1.2683 -3.5045 0.439
C 4.5046 -0.4861 -2.3835 -0.611
C 3.6026 0.4112 -1.8666 -0.271
C 5.1124 -2.2153 -4.0325 0.036
N 5.8630 -2.9828 -4.4557 -0.652
H 0.5402 1.7370 -2.4990 0.481
H 1.7294 2.2386 -1.2239 0.456
H 1.0483 -0.0877 -4.0453 0.368
H 2.6693 -1.6750 -4.9751 0.432
H 5.4756 -0.6062 -1.9175 0.432
H 3.8593 0.9857 -0.9849 0.289
```

## Properties
Gap between HOMO and LUMO (alpha / beta) in eV: 5.307 / 5.442
Charge: -1
Lowest unoccupied orbital energy (alpha / beta) in eV: 2.4 / 2.4
HOMO energy (alpha / beta) in Ha: -0.10515 / -0.11018
Spin multiplicity: 4
Expectation value of S²: 3.7631

---

Computed, not measured: a structure of composition C31H34CrGeIN2S, with ωB97M-V/def2-TZVPD.

Geometry as XYZ:
```
71
Properties=species:S:1:pos:R:3:mulliken_charge:R:1
Cr -0.0901 -0.0391 0.1492 -1.374
S -0.6914 -3.2434 1.6799 -0.703
C -0.2823 -2.3767 3.1414 1.251
C -0.7341 -2.6185 4.4229 -0.899
C -0.3389 -1.7752 5.4661 -0.447
C 0.4956 -0.6980 5.1984 -0.567
C 0.9559 -0.4448 3.9130 -0.793
C 0.5743 -1.2784 2.8524 -0.379
N 0.9617 -1.1347 1.5608 -0.639
C 0.3500 -1.9916 0.6580 0.744
C 0.4136 -2.3437 -1.6225 0.883
C 0.3336 -3.1923 -2.7239 -0.815
C -0.3654 -2.7906 -3.8653 -0.844
C -0.9855 -1.5562 -3.8958 -0.981
C -0.9210 -0.7259 -2.7709 -0.037
C -0.2535 -1.0897 -1.6075 0.404
H -1.4120 -3.4434 4.6117 0.365
H -0.7006 -1.9475 6.4740 0.343
H 0.7890 -0.0391 6.0099 0.331
H 1.5944 0.4058 3.7035 0.425
H 0.7772 -4.1803 -2.7188 0.175
H -0.4279 -3.4606 -4.7176 0.348
H -1.5292 -1.2394 -4.7819 0.345
H -1.4107 0.2437 -2.8082 0.494
I 2.6830 0.5154 -0.7227 0.022
C 2.2265 2.5476 -0.1715 0.481
C 3.2915 3.3942 -0.0005 -0.716
C 3.0546 4.7671 0.1602 -0.476
C 1.7729 5.2434 0.0802 -0.916
C 0.6737 4.3712 -0.1055 0.812
C -0.6315 4.8845 -0.2162 -0.878
C -1.6818 4.0205 -0.3971 -1.302
C -1.4710 2.6367 -0.4175 0.256
C -0.2285 2.0208 -0.2862 -0.106
C 0.8692 2.9467 -0.1931 0.858
H 4.2974 2.9968 0.0148 0.374
H 3.8829 5.4485 0.3190 0.354
H 1.5775 6.3084 0.1603 0.298
H -0.7851 5.9582 -0.1714 0.285
H -2.6896 4.4156 -0.4918 0.347
H -2.3398 2.0035 -0.5302 -0.241
C -4.1664 0.0421 -1.6524 -1.299
Ge -3.8579 0.0121 0.3168 0.656
C -4.7945 1.6484 1.0031 -1.280
C -5.0772 -1.4766 0.8777 -1.434
C -2.0447 -0.1754 1.0114 -0.400
H -5.2406 0.0686 -1.8590 0.489
H -3.7419 -0.8567 -2.1014 0.332
H -3.7005 0.9069 -2.1286 0.345
H -5.8778 1.5570 0.8793 0.436
H -4.4621 2.5459 0.4760 0.303
H -4.5798 1.7881 2.0647 0.376
H -6.1016 -1.2931 0.5386 0.382
H -5.0931 -1.5992 1.9631 0.384
H -4.7369 -2.4185 0.4409 0.341
H -2.0904 -1.1576 1.4949 0.128
H -2.0034 0.5623 1.8356 0.385
C 2.8516 -3.3674 1.0986 -1.853
C 2.1443 -3.6130 -0.2405 1.360
C 1.6481 -5.0739 -0.2545 -1.348
C 3.2044 -3.4277 -1.3371 -1.620
N 1.0707 -2.6222 -0.4075 1.056
H 3.7550 -3.9843 1.1465 0.572
H 2.2078 -3.6275 1.9395 0.278
H 3.1323 -2.3189 1.1899 0.272
H 2.4966 -5.7550 -0.1246 0.435
H 1.1480 -5.3160 -1.1927 0.227
H 0.9405 -5.2281 0.5568 0.290
H 3.9985 -4.1657 -1.1937 0.478
H 3.6420 -2.4286 -1.2675 0.233
H 2.7992 -3.5483 -2.3389 0.393
```

## Properties
Gap between HOMO and LUMO (alpha / beta) in eV: 4.468 / 4.030
Charge: -2
Lowest unoccupied orbital energy (alpha / beta) in eV: 4.2 / 4.2
HOMO energy (alpha / beta) in Ha: -0.00824 / 0.00806
Spin multiplicity: 2
Expectation value of S²: 0.8149

---

In hartree, the DFT total energy values for the records above are, in order, -3542.31313 -2858.20191 -5128.35235.
In eV Å⁻¹, the largest force on an atom values for the records above are, in order, 4.8 0.2 1.7.